The following is a quantum chemistry calculation of a structure of composition C4H7N3O2 at a distorted geometry, from OMol25.

For the energy above the lowest of the compared OMol25 structures with the same formula, charge and spin, the calculation gives 200.9 kcal/mol. The calculation puts the LUMO energy at 0.5 eV. Its HOMO-LUMO gap is 9.86 eV. For the total energy, the calculation gives -12818.816 eV. The highest occupied orbital energy is -0.342 Ha. The value obtained for the max |F| is 11.3 eV/A.

The geometry in ORCA input format:
```
! wB97M-V def2-TZVPD RIJCOSX def2/J DEFGRID3
* xyz 0 1
C -1.349 -1.761 -1.177
C 0.138 -1.444 1.165
C 1.585 -1.157 0.635
C 0.133 0.107 -0.662
H -0.663 -1.966 -2.401
H -1.911 -2.832 -0.862
H -2.230 -1.117 -1.557
H -0.166 -2.572 1.260
H 0.075 -0.542 2.153
H 2.467 -1.811 1.136
H 0.016 0.256 -1.777
N -0.632 -0.907 -0.079
N 1.612 -0.196 -0.204
N -0.280 1.565 0.061
O -0.298 2.574 -0.682
O -0.393 1.537 1.162
*
```

---

The following is a quantum chemistry calculation of an isolated molecule of C8H13B at a distorted geometry, from OMol25.

Its structure (SMILES) is C/B=C1/CCC[C@H]2C[C@@H]12. For the energy above the lowest of the compared OMol25 structures with the same formula, charge and spin, the calculation gives 48.8 kcal/mol. The calculation puts the LUMO energy at 0.6 eV. Its HOMO-LUMO gap is 8.31 eV. For the total energy, the calculation gives -9179.028 eV. The highest occupied orbital energy is -0.283 Ha. The value obtained for the max |F| is 6.3 eV/A.

The geometry in ORCA input format:
```
! wB97M-V def2-TZVPD RIJCOSX def2/J DEFGRID3
* xyz 0 1
B 1.845 -0.302 0.088
C -0.065 0.780 -0.864
C 0.628 -0.498 -0.549
C -0.256 2.001 0.060
C -0.453 -1.537 -0.719
C -1.723 -1.327 0.233
C -1.799 0.050 0.929
C -1.399 1.054 -0.170
C 3.392 -0.026 0.318
H -0.075 0.949 -1.869
H 0.329 2.002 1.063
H -0.167 3.012 -0.381
H -0.747 -1.380 -1.829
H -0.051 -2.647 -0.657
H -2.674 -1.444 -0.281
H -1.659 -2.086 0.918
H -2.777 0.096 1.191
H -1.117 0.032 1.899
H -2.353 1.290 -0.596
H 3.691 0.589 -0.404
H 3.823 -0.921 0.270
H 3.607 0.315 1.349
*
```

---

The following is a quantum chemistry calculation of a structure of composition C40H43BN10O5PtS at a distorted geometry, from OMol25.

For the energy above the lowest of the compared OMol25 structures with the same formula, charge and spin, the calculation gives 49.9 kcal/mol. As for the expectation value of S²: 0.754. The calculation puts the LUMO energy (spin up / spin down) at -10.9 / -10.9 eV. Its HOMO-LUMO gap (spin up / spin down) is 4.26 / 4.25 eV. For the total energy, the calculation gives -82046.515 eV. The highest occupied orbital energy (spin up / spin down) is -0.557 / -0.557 Ha. The value obtained for the max |F| is 3.4 eV/A.

The geometry in ORCA input format:
```
! wB97M-V def2-TZVPD RIJCOSX def2/J DEFGRID3
* xyz 3 2
Pt -0.341 0.141 0.752
C -1.248 3.593 0.530
C -1.339 2.857 1.829
C -1.944 3.287 2.988
C -1.738 2.289 3.930
N -1.042 1.306 3.370
N -0.772 1.642 2.067
B -0.525 -0.035 3.903
N 0.906 -0.161 3.357
C 2.081 -0.125 3.975
C 3.053 -0.582 3.098
C 2.385 -0.868 1.918
C 2.941 -1.538 0.711
N 1.075 -0.568 2.081
N -1.385 -1.134 3.234
C -1.999 -2.196 3.762
C -2.738 -2.817 2.768
C -2.535 -2.062 1.617
C -3.087 -2.267 0.249
N -1.725 -1.037 1.939
N -0.604 -0.234 5.372
C 0.094 -1.124 6.139
C -0.479 -1.137 7.375
C -1.560 -0.223 7.302
C -2.538 0.121 8.383
N -1.635 0.306 6.103
H -0.878 4.602 0.707
H -0.585 3.086 -0.163
H -2.236 3.689 0.081
H -2.473 4.217 3.127
H -2.035 2.208 4.966
H 2.173 0.221 4.993
H 4.104 -0.715 3.297
H 3.952 -1.193 0.511
H 2.998 -2.613 0.891
H 2.310 -1.383 -0.154
H -1.884 -2.449 4.807
H -3.349 -3.701 2.857
H -4.167 -2.402 0.292
H -2.867 -1.412 -0.386
H -2.668 -3.168 -0.198
H 0.920 -1.699 5.747
H -0.179 -1.714 8.237
H -2.034 0.620 9.211
H -3.333 0.766 8.017
H -2.963 -0.784 8.813
O 0.925 0.999 -2.826
S 2.137 0.445 -2.296
C 3.351 0.177 -3.528
C 4.352 -0.772 -3.312
C 5.348 -0.888 -4.262
C 5.299 -0.101 -5.415
C 4.281 0.826 -5.607
C 3.271 0.965 -4.671
C 2.864 1.642 -1.224
C 4.135 1.405 -0.679
C 4.656 2.363 0.162
C 3.913 3.508 0.457
C 2.647 3.717 -0.104
C 2.090 2.773 -0.936
H 4.331 -1.428 -2.448
H 6.147 -1.604 -4.118
H 6.055 -0.229 -6.178
H 4.278 1.464 -6.480
H 2.465 1.674 -4.816
H 4.715 0.534 -0.953
H 5.648 2.232 0.575
H 4.333 4.262 1.113
H 2.109 4.635 0.097
H 1.136 2.927 -1.421
C -1.837 2.796 -3.615
C -2.761 1.859 -2.813
C -3.985 2.626 -2.278
C -3.202 0.665 -3.682
C -2.001 1.337 -1.659
N -1.418 0.961 -0.748
H -2.362 3.102 -4.520
H -0.916 2.290 -3.903
H -1.588 3.691 -3.041
H -4.602 2.923 -3.125
H -3.683 3.529 -1.745
H -4.587 2.006 -1.612
H -3.763 1.058 -4.530
H -3.851 -0.017 -3.131
H -2.340 0.118 -4.068
O 1.714 -1.337 -2.395
C 0.593 -1.768 -1.813
O 0.079 -1.355 -0.764
C -0.076 -2.829 -2.599
C 0.633 -3.839 -3.251
C -0.056 -4.772 -4.009
C -1.433 -4.667 -4.166
C -2.102 -3.648 -3.516
C -1.456 -2.732 -2.719
N -3.567 -3.494 -3.685
O -4.140 -2.783 -2.872
O -4.079 -4.064 -4.613
H 1.711 -3.901 -3.159
H 0.482 -5.574 -4.495
H -1.985 -5.364 -4.781
H -2.014 -1.957 -2.224
*
```

---

The following is a quantum chemistry calculation of a structure of composition C23H18Cl2CoN3O6, from OMol25.

For the energy above the lowest of the compared OMol25 structures with the same formula, charge and spin, the calculation gives 1.2 kcal/mol. The calculation puts the LUMO energy at -8.2 eV. Its HOMO-LUMO gap is 5.37 eV. For the total energy, the calculation gives -103556.642 eV. The highest occupied orbital energy is -0.499 Ha. The value obtained for the max |F| is 0.5 eV/A.

The geometry in ORCA input format:
```
! wB97M-V def2-TZVPD RIJCOSX def2/J DEFGRID3
* xyz 2 1
Co 1.391 1.487 -1.665
O 4.792 -0.220 -0.835
C 3.636 0.179 -1.227
O 3.136 1.296 -0.929
C 2.958 -0.609 -2.313
C 3.271 -1.834 -2.880
C 2.371 -2.360 -3.798
C 1.186 -1.681 -4.118
C 0.958 -0.464 -3.517
N 1.863 0.035 -2.674
C -0.198 0.501 -3.576
O -1.227 0.357 -4.343
O -0.125 1.503 -2.849
H 5.149 0.343 -0.124
H 4.170 -2.359 -2.588
H 2.573 -3.320 -4.255
H 0.479 -2.119 -4.810
H -1.192 -0.417 -4.926
O 2.460 -1.002 0.123
C 1.328 -0.578 0.378
N 0.553 -0.913 1.408
C -0.778 -0.303 1.369
C -0.658 0.537 0.089
O -1.478 1.269 -0.387
N 0.635 0.341 -0.418
C -0.997 0.673 2.523
C 0.039 1.042 3.373
C -0.194 1.952 4.398
C -1.456 2.499 4.565
C -2.489 2.138 3.708
C -2.265 1.227 2.691
C -1.845 -1.384 1.282
C -2.515 -1.681 0.103
C -3.438 -2.719 0.072
C -3.689 -3.464 1.212
C -3.024 -3.166 2.395
C -2.111 -2.126 2.431
H 0.788 -1.694 2.002
H 1.027 0.617 3.259
H 0.611 2.219 5.068
H -1.640 3.200 5.369
H -3.476 2.559 3.840
H -3.075 0.936 2.035
H -2.359 -1.086 -0.789
H -3.972 -2.935 -0.844
H -4.412 -4.268 1.187
H -3.229 -3.733 3.292
H -1.621 -1.874 3.364
Cl 2.278 3.482 -2.857
C 1.632 4.470 -1.518
Cl 0.844 3.334 -0.377
H 0.880 5.146 -1.907
H 2.452 4.966 -1.012
*
```

---

The following is a quantum chemistry calculation of an isolated molecule of C7H14 at a distorted geometry, from OMol25.

Its structure (SMILES) is C/C=C/CCCC. For the energy above the lowest of the compared OMol25 structures with the same formula, charge and spin, the calculation gives 49.2 kcal/mol. The calculation puts the LUMO energy at 1.2 eV. Its HOMO-LUMO gap is 9.92 eV. For the total energy, the calculation gives -7484.159 eV. The highest occupied orbital energy is -0.320 Ha. The value obtained for the max |F| is 2.6 eV/A.

The geometry in ORCA input format:
```
! wB97M-V def2-TZVPD RIJCOSX def2/J DEFGRID3
* xyz 0 1
C 0.373 3.139 0.629
C 0.064 1.681 0.359
C 0.296 1.172 -1.109
C -0.502 -0.124 -1.281
C -0.153 -3.234 1.016
C -0.270 -2.575 -0.356
C -0.017 -1.266 -0.382
H 1.427 3.377 0.860
H -0.099 3.459 1.566
H 0.076 3.920 -0.081
H -1.016 1.595 0.498
H 0.478 0.957 1.052
H 0.136 1.895 -1.904
H 1.377 0.974 -1.018
H -0.248 -0.603 -2.225
H -1.509 0.020 -0.889
H 0.525 -4.087 1.031
H 0.057 -2.459 1.740
H -1.103 -3.691 1.300
H -0.619 -3.212 -1.164
H 0.724 -0.937 0.360
*
```

---

The following is a quantum chemistry calculation of a structure of composition C17H19N2O3ReS4Sb at a distorted geometry, from OMol25.

For the energy above the lowest of the compared OMol25 structures with the same formula, charge and spin, the calculation gives 111.4 kcal/mol. The calculation puts the LUMO energy (spin up / spin down) at -12.9 / -12.9 eV. Its HOMO-LUMO gap (spin up / spin down) is 2.82 / 2.81 eV. For the total energy, the calculation gives -79037.103 eV. The highest occupied orbital energy (spin up / spin down) is -0.578 / -0.578 Ha. The value obtained for the max |F| is 5.5 eV/A.

The geometry in ORCA input format:
```
! wB97M-V def2-TZVPD RIJCOSX def2/J DEFGRID3
* xyz 3 1
Re 0.663 2.187 -1.526
N 3.416 1.076 2.176
C 2.545 1.559 1.343
O 1.653 0.873 0.709
C 2.443 3.029 1.050
C 2.149 3.427 -0.401
H 3.476 0.091 2.421
H 4.122 1.674 2.599
H 3.332 3.573 1.378
H 1.610 3.370 1.680
H 3.079 3.433 -0.978
H 1.748 4.444 -0.400
S -1.055 1.295 -5.336
Sb 0.623 2.829 -5.257
S 0.045 3.841 -2.899
S 2.119 1.269 -2.810
S 2.430 4.033 -5.879
C -1.536 -3.780 1.830
O -0.831 -2.772 1.119
C -0.962 -2.670 -0.201
C -1.859 -3.427 -0.967
C -1.843 -3.370 -2.339
C -0.937 -2.528 -3.000
C -0.042 -1.775 -2.272
C -0.041 -1.801 -0.876
N 0.952 -1.102 -0.210
C 0.918 -0.387 1.017
C -0.463 0.085 1.438
C -1.049 -0.370 2.606
C -2.302 0.078 3.011
C -2.987 1.021 2.254
C -2.410 1.527 1.110
C -1.138 1.092 0.688
O -0.567 1.694 -0.322
H -1.200 -3.715 2.862
H -1.307 -4.776 1.443
H -2.616 -3.617 1.790
H -2.561 -4.080 -0.474
H -2.518 -3.990 -2.911
H -0.945 -2.476 -4.077
H 0.681 -1.146 -2.774
H 1.849 -1.096 -0.681
H 1.425 -0.912 1.838
H -0.518 -1.084 3.216
H -2.735 -0.297 3.925
H -3.951 1.389 2.575
H -2.903 2.283 0.514
*
```

---

The following is a quantum chemistry calculation of the ion CH6N3S2 with charge +1 at a distorted geometry, from OMol25.

For the energy above the lowest of the compared OMol25 structures with the same formula, charge and spin, the calculation gives 36.7 kcal/mol. The calculation puts the LUMO energy at -4.1 eV. Its HOMO-LUMO gap is 9.94 eV. For the total energy, the calculation gives -27266.466 eV. The highest occupied orbital energy is -0.515 Ha. The value obtained for the max |F| is 5.7 eV/A.

The geometry in ORCA input format:
```
! wB97M-V def2-TZVPD RIJCOSX def2/J DEFGRID3
* xyz 1 1
C -0.745 -0.541 0.071
N -0.547 -1.916 0.343
N 0.348 0.235 0.207
N 0.158 1.513 0.027
S -2.239 0.145 -0.244
S 1.944 -0.438 0.006
H 0.284 -2.246 0.716
H -1.330 -2.490 0.270
H -1.476 1.212 -0.517
H 0.431 2.124 0.779
H 0.724 1.845 -0.768
H 2.447 0.557 -0.890
*
```

---

The following is a quantum chemistry calculation of a structure of composition C12H19FGaN4S2, from OMol25.

For the energy above the lowest of the compared OMol25 structures with the same formula, charge and spin, the calculation gives 0.0 kcal/mol. The calculation puts the LUMO energy at 2.6 eV. Its HOMO-LUMO gap is 7.89 eV. For the total energy, the calculation gives -95480.662 eV. The highest occupied orbital energy is -0.196 Ha. The value obtained for the max |F| is 0.7 eV/A.

The geometry in ORCA input format:
```
! wB97M-V def2-TZVPD RIJCOSX def2/J DEFGRID3
* xyz -1 1
C -0.900 -5.005 1.922
C -1.396 -4.591 0.545
S -0.397 -3.339 -0.325
C 1.292 -3.782 0.062
Ga 2.653 -2.729 -0.986
N 3.557 -1.543 0.172
F 1.960 -1.851 -2.381
N 3.933 -4.094 -1.731
C 4.570 -3.832 -2.697
S 5.477 -3.520 -3.985
H 0.160 -5.260 1.905
H -1.447 -5.884 2.271
H -1.049 -4.207 2.654
H -1.513 -5.465 -0.101
H -2.377 -4.120 0.646
H 1.489 -3.651 1.129
H 1.465 -4.835 -0.184
H 3.589 -1.907 1.117
H 4.510 -1.322 -0.093
N -0.589 0.200 1.611
C -1.249 1.394 1.496
C -0.541 2.173 0.617
C 0.583 1.413 0.187
C 0.527 0.202 0.822
H -0.884 -0.580 2.168
H -2.160 1.585 2.037
H -0.810 3.170 0.306
H 1.347 1.710 -0.512
H 1.177 -0.655 0.772
N -1.424 6.285 -0.262
C -2.740 6.302 0.108
C -3.486 5.950 -0.986
C -2.581 5.709 -2.056
C -1.317 5.924 -1.577
H -0.651 6.495 0.342
H -3.033 6.555 1.112
H -4.559 5.865 -1.014
H -2.829 5.401 -3.058
H -0.356 5.841 -2.054
*
```

---

Which value of energy above the lowest of the compared OMol25 structures with the same formula, charge and spin does entry 7 give?
36.7 kcal/mol